C13H21AsBO2S4Tc as an isolated structure, computed with the ωB97M-V functional and the def2-TZVPD basis.

Structure (ORCA input):
```
! wB97M-V def2-TZVPD RIJCOSX def2/J DEFGRID3
* xyz 1 4
Tc 3.3333 1.5323 -0.7050
S 5.0350 2.3290 0.6005
S 5.5000 4.3141 0.1597
S 3.7294 5.0980 -0.4127
S 2.8599 3.6672 -1.5534
C -3.8574 -1.7324 -1.2015
C -4.1483 -0.5050 -0.3375
C -5.1384 0.3936 -1.0970
C -4.7882 -0.9770 0.9793
C -2.8852 0.2891 -0.0162
C -2.9862 1.4672 0.7412
C -1.8908 2.2404 1.0930
C -0.6603 1.8004 0.6574
O 0.5898 2.3567 0.8411
B 1.4591 1.5265 0.1975
O 0.7993 0.4433 -0.3836
C -0.5424 0.6434 -0.0993
C -1.6288 -0.1301 -0.4475
H -4.7935 -2.2496 -1.4117
H -3.1970 -2.4388 -0.6941
H -3.4119 -1.4537 -2.1589
H -6.0325 -0.1757 -1.3549
H -4.6898 0.7677 -2.0189
H -5.4473 1.2486 -0.4961
H -5.6924 -1.5502 0.7691
H -5.0611 -0.1325 1.6118
H -4.0973 -1.6121 1.5366
H -3.9597 1.7996 1.0736
H -1.9956 3.1441 1.6774
H -1.4898 -1.0272 -1.0346
C 2.7292 -2.2376 -0.3188
As 3.9649 -0.7694 0.0035
C 4.3554 -1.0077 1.8918
C 5.5868 -1.4848 -0.8143
H 3.1685 -3.1625 0.0506
H 2.5244 -2.3319 -1.3835
H 1.7946 -2.0468 0.2037
H 4.8250 -1.9761 2.0526
H 3.4306 -0.9527 2.4637
H 5.0274 -0.2233 2.2369
H 5.8136 -2.4514 -0.3673
H 6.4264 -0.8119 -0.6499
H 5.4408 -1.6210 -1.8846
*
```

The LUMO energy (alpha / beta) comes out at -4.70 / -6.40 eV. The calculation puts the HOMO energy (alpha / beta) at -11.32 / -11.33 eV.

The molecule's natural (NBO) atomic charges, reported in e, are given here: 0.30, -0.13, 0.16, 0.27, -0.18, -0.61, -0.08, -0.60, -0.59, 0.02, -0.19, -0.23, 0.20, -0.63, 0.88, -0.69, 0.28, -0.27, 0.22, 0.21, 0.21, 0.22, 0.21, 0.21, 0.22, 0.21, 0.21, 0.22, 0.24, 0.24, -0.92, 1.03, -0.93, -0.93, 0.24, 0.25, 0.25, 0.24, 0.25, 0.25, 0.24, 0.25, 0.25

C13H21BN6PdS as an isolated structure, computed with the ωB97M-V functional and the def2-TZVPD basis.

Structure (ORCA input):
```
! wB97M-V def2-TZVPD RIJCOSX def2/J DEFGRID3
* xyz 0 1
Pd 0.8167 -0.6390 2.3317
C -2.4151 -2.8894 -2.1197
C -1.0733 -3.0979 -1.5306
N -0.0628 -3.6553 -2.1177
N 0.9377 -3.5802 -1.1988
C 0.5751 -3.0046 -0.0474
S 1.5944 -2.7473 1.2747
N -0.7278 -2.7009 -0.2556
N -1.5887 -2.1909 0.7193
H -2.4029 -3.2592 -3.1411
H -2.6596 -1.8258 -2.1307
H -3.1850 -3.4291 -1.5642
H 1.8665 -3.8929 -1.4220
H -1.4152 -1.1897 0.7857
H -2.5358 -2.3310 0.3891
C 0.8420 -0.3911 6.4799
N -0.0119 -1.0449 5.5021
C 0.7138 -1.7614 4.5212
C -1.0387 -0.1703 4.9420
C -0.4824 1.0984 4.3256
C -0.7417 2.3207 4.9432
C -0.2044 3.4997 4.4526
C 0.6089 3.4648 3.3298
C 0.8723 2.2551 2.7016
C 0.3364 1.0729 3.2022
H 1.4585 -1.1396 6.9779
H 0.2232 0.0983 7.2316
H 1.4988 0.3676 6.0319
H 1.4471 -2.4321 4.9694
H 1.4693 -1.0678 3.9368
H 0.0637 -2.3525 3.8782
H -1.7334 0.0932 5.7414
H -1.5946 -0.7499 4.2012
H -1.3807 2.3431 5.8199
H -0.4227 4.4405 4.9411
H 1.0326 4.3787 2.9332
H 1.4895 2.2384 1.8133
B -1.0586 0.7299 -1.7490
C -0.2682 0.3999 -0.4287
N 0.2450 0.1470 0.5738
H -0.2505 1.0491 -2.5878
H -1.8298 1.6194 -1.4775
H -1.6376 -0.3009 -2.0516
*
```

The LUMO energy comes out at 0.11 eV. The calculation puts the HOMO energy at -8.79 eV.

The molecule's natural (NBO) atomic charges, reported in e, are given here: 0.60, -0.68, 0.37, -0.25, -0.36, 0.26, -0.26, -0.22, -0.62, 0.26, 0.27, 0.22, 0.43, 0.40, 0.37, -0.42, -0.42, -0.38, -0.23, -0.13, -0.20, -0.22, -0.22, -0.19, -0.11, 0.20, 0.21, 0.19, 0.24, 0.13, 0.24, 0.21, 0.21, 0.21, 0.21, 0.22, 0.22, -0.57, 0.41, -0.62, 0.03, 0.02, -0.03

C13H21Br2NNi2O9 as an isolated structure, computed with the ωB97M-V functional and the def2-TZVPD basis.

Structure (ORCA input):
```
! wB97M-V def2-TZVPD RIJCOSX def2/J DEFGRID3
* xyz 0 5
Ni -0.1568 -1.2655 2.9672
Ni -1.5123 -2.1621 0.5174
C -1.4651 2.7117 2.3614
C -1.4881 1.3578 2.0741
C -2.3257 0.8994 0.8712
O -2.3765 -0.3449 0.5757
C -3.0472 1.8156 0.1114
C -3.0768 3.1748 0.4536
C -2.1948 3.6541 1.5922
O -2.0365 4.8447 1.8493
O -3.8907 3.9316 -0.0791
O -0.8019 0.5280 2.7765
H -0.8055 2.9676 3.1789
H -3.7529 1.4551 -0.6216
O -1.7303 -2.4172 2.4503
H -2.4256 -2.8649 2.9206
O 0.2763 -1.4875 1.0702
H 1.0266 -1.1159 0.6171
C 3.3717 -2.0847 0.8673
N 3.4415 -1.6294 -0.5548
O 3.8779 -2.4245 -1.3573
O 3.0068 -0.5358 -0.8581
H 2.9302 -1.2814 1.4491
H 4.4232 -2.2061 1.1104
H 2.7107 -2.9429 0.8723
Br 2.9620 2.4808 2.7363
C 1.9472 2.1048 1.1078
C 1.2174 3.3202 0.5665
Br 2.5269 4.5062 -0.2784
H 1.2495 1.2983 1.3429
H 2.6137 1.6952 0.3535
H 0.7335 3.9081 1.3401
H 0.4595 3.0178 -0.1523
C -0.2478 0.4439 -2.1251
C -1.2461 -0.7255 -2.2353
O -0.8302 -1.8322 -1.4264
C 0.2252 -2.6312 -1.9624
C -0.3336 -3.7973 -2.7809
H -0.7491 1.3778 -2.3909
H 0.0671 0.6597 -1.1031
H 0.6160 0.2467 -2.7601
H -2.1215 -0.2844 -1.7537
H -1.5021 -0.9845 -3.2607
H 1.0568 -2.0800 -2.4041
H 0.7157 -3.0852 -1.0885
H -0.9219 -4.4520 -2.1423
H 0.5101 -4.3556 -3.1897
H -0.9263 -3.4093 -3.6084
*
```

The LUMO energy (alpha / beta) comes out at -1.81 / -1.82 eV. The calculation puts the HOMO energy (alpha / beta) at -7.53 / -7.48 eV.

The molecule's natural (NBO) atomic charges, reported in e, are given here: 1.55, 1.58, -0.42, 0.35, 0.38, -0.86, -0.44, 0.40, 0.42, -0.52, -0.54, -0.85, 0.22, 0.22, -1.27, 0.49, -1.26, 0.48, -0.49, 0.53, -0.37, -0.39, 0.22, 0.25, 0.24, -0.02, -0.46, -0.45, -0.02, 0.22, 0.23, 0.25, 0.23, -0.65, -0.09, -0.62, -0.08, -0.63, 0.24, 0.22, 0.21, 0.23, 0.19, 0.21, 0.18, 0.21, 0.23, 0.22

A 3-piece molecular cluster, C13H21ClN2O10S2 overall, computed with the ωB97M-V functional and the def2-TZVPD basis.

Structure (ORCA input):
```
! wB97M-V def2-TZVPD RIJCOSX def2/J DEFGRID3
* xyz 0 1
N 2.4160 -5.2964 -2.9748
C 1.6584 -5.1667 -4.2774
C 0.1319 -4.8631 -3.8355
C -0.5986 -5.9764 -3.3358
Cl 0.0237 -7.6669 -3.2138
C -2.0997 -5.6442 -2.8500
O -2.5095 -6.2892 -1.8602
C -2.9043 -4.5147 -3.6165
O -4.3292 -4.5855 -3.7363
N -4.7660 -5.9046 -3.7281
O -4.5021 -6.4251 -4.7646
C -2.1470 -3.4283 -4.1450
C -0.5530 -3.4384 -3.9163
O 0.0790 -2.3559 -3.7842
H 3.3239 -5.7495 -3.1236
H 2.4956 -4.3865 -2.5081
H 1.7262 -6.1834 -4.7866
H 2.0949 -4.3126 -4.9109
H -2.6829 -2.5837 -4.7020
C -0.5022 1.0190 2.4402
C -0.4446 1.8472 1.1712
O 0.3924 1.2402 0.1838
S -0.1823 -0.0260 -0.6421
C 1.0675 -0.0617 -1.8926
O -1.4357 0.3430 -1.2477
O -0.0496 -1.2064 0.1699
H -1.0139 0.0694 2.2691
H -1.0396 1.5549 3.2246
H 0.5041 0.7853 2.7956
H -1.4461 2.0275 0.7700
H -0.0083 2.8219 1.3997
H 1.0028 0.8500 -2.4855
H 0.8836 -0.9328 -2.5226
H 2.0429 -0.1471 -1.4149
C 2.4162 6.8245 3.2578
C 2.4157 5.7146 4.2922
O 1.1886 5.6773 5.0229
S -0.1153 5.0427 4.3079
C -1.1251 4.9229 5.7554
O 0.2029 3.7139 3.8523
O -0.6888 6.0284 3.4320
H 1.6923 6.6257 2.4650
H 3.4023 6.9206 2.7975
H 2.1430 7.7787 3.7144
H 2.6203 4.7438 3.8316
H 3.2101 5.9009 5.0185
H -0.6740 4.2098 6.4444
H -2.1110 4.5742 5.4471
H -1.2057 5.9086 6.2120
*
```

The LUMO energy comes out at -1.59 eV. The calculation puts the HOMO energy at -9.60 eV. The SMILES is NCC1=C(Cl)C(=O)C(ON=O)=CC1=O.CCOS(C)(=O)=O.CCOS(C)(=O)=O.

The molecule's natural (NBO) atomic charges, reported in e, are given here: -0.85, -0.25, -0.10, -0.04, 0.06, 0.47, -0.46, 0.21, -0.38, 0.42, -0.23, -0.29, 0.55, -0.53, 0.37, 0.37, 0.23, 0.20, 0.27, -0.64, -0.08, -0.72, 2.37, -0.89, -0.93, -0.93, 0.22, 0.22, 0.22, 0.19, 0.21, 0.25, 0.28, 0.25, -0.64, -0.08, -0.72, 2.37, -0.88, -0.94, -0.92, 0.23, 0.22, 0.22, 0.20, 0.20, 0.25, 0.26, 0.26

C13H21F5N2O3TcTe as an isolated structure, computed with the ωB97M-V functional and the def2-TZVPD basis.

Structure (ORCA input):
```
! wB97M-V def2-TZVPD RIJCOSX def2/J DEFGRID3
* xyz 2 2
Tc -0.4059 0.4145 -0.7196
C -3.3796 0.0750 -1.0768
N -2.3116 1.1129 -1.2615
C -2.2837 1.4736 -2.7110
C -2.6277 2.3091 -0.4243
C -2.1517 1.9991 0.9711
N -0.6756 1.7093 0.9114
C -0.2749 0.9900 2.1586
C 0.0537 3.0116 0.8334
H -4.3244 0.5077 -1.4058
H -3.4497 -0.2265 -0.0369
H -3.1443 -0.7930 -1.6859
H -3.2402 1.9204 -2.9858
H -2.1338 0.5703 -3.3001
H -1.4828 2.1847 -2.9001
H -3.6996 2.5129 -0.4387
H -2.1205 3.1702 -0.8575
H -2.6445 1.1137 1.3695
H -2.3442 2.8214 1.6617
H -0.3761 1.6637 3.0110
H 0.7637 0.6645 2.0899
H -0.9198 0.1252 2.3038
H -0.2858 3.6303 1.6640
H -0.1374 3.5106 -0.1102
H 1.1200 2.8475 0.9426
O -1.3619 -2.6036 1.5013
C -0.5842 -2.3223 0.6729
O -0.9855 -1.1752 -0.1982
C 0.7016 -2.8697 0.2778
C 1.6650 -2.1986 -0.4836
C 2.8562 -2.7982 -0.8235
C 3.1028 -4.0936 -0.3867
C 2.1746 -4.7796 0.3848
C 0.9822 -4.1709 0.7169
H 2.1765 -0.6042 -1.4753
H 3.6049 -2.2615 -1.3917
H 4.0450 -4.5597 -0.6414
H 2.3844 -5.7829 0.7262
H 0.2357 -4.6888 1.3041
F 0.5948 1.6851 -1.6160
Te 3.4406 1.1794 0.6152
F 3.5990 1.8295 2.3658
F 4.3049 -0.0250 -0.5671
F 4.9582 2.2079 0.3367
F 3.1244 -0.4325 1.5498
O 1.4572 -0.8541 -0.8706
*
```

The LUMO energy (alpha / beta) comes out at -9.42 / -8.97 eV. The calculation puts the HOMO energy (alpha / beta) at -15.74 / -15.74 eV.

The molecule's natural (NBO) atomic charges, reported in e, are given here: 1.60, -0.42, -0.36, -0.44, -0.26, -0.26, -0.35, -0.44, -0.42, 0.24, 0.23, 0.24, 0.24, 0.24, 0.24, 0.26, 0.24, 0.23, 0.26, 0.25, 0.23, 0.24, 0.24, 0.24, 0.21, -0.44, 0.81, -0.57, -0.32, 0.41, -0.29, -0.10, -0.20, -0.08, 0.54, 0.25, 0.25, 0.26, 0.26, -0.51, 2.53, -0.62, -0.65, -0.59, -0.63, -0.77